A gas-phase ion, C4H9N2O2 (charge -1) at a distorted geometry, computed with ωB97M-V with the def2-TZVPD basis set.

Summary:
E_LUMO: 0.13734 Ha
total charge: -1
energy: -11367.3399 eV
energy above the lowest of the compared OMol25 structures with the same formula, charge and spin: 3.826 eV
F_max: 6.49 eV/Å
HOMO energy: -2.8 eV
spin multiplicity: 1
orbital gap: 6.5730 eV
structure (SMILES): O=CNCCNC[O-]

Cartesian coordinates (Å):
O  -1.827  -1.866  2.034
O  0.580  2.805  -0.138
N  -0.037  -2.101  0.745
N  0.874  0.937  -1.488
C  0.425  2.408  -1.407
C  0.656  -1.250  -0.282
C  0.378  0.248  -0.269
C  -1.281  -1.529  1.054
H  0.822  0.999  0.497
H  0.411  -2.566  1.444
H  1.797  -1.467  -0.125
H  0.309  -1.475  -1.340
H  -0.667  2.105  -1.560
H  1.870  1.054  -1.382
H  -1.673  -0.914  0.267
H  -0.650  0.546  -0.119
H  0.822  3.101  -2.223

A molecular structure, C5H11NO at a distorted geometry, computed with ωB97M-V with the def2-TZVPD basis set.

Summary:
E_LUMO: 0.03887 Ha
energy: -8899.2380 eV
energy above the lowest of the compared OMol25 structures with the same formula, charge and spin: 2.459 eV
F_max: 2.70 eV/Å
HOMO energy: -9.1 eV
spin multiplicity: 1
orbital gap: 10.2018 eV

Cartesian coordinates (Å):
O  0.592  0.593  -0.685
N  0.699  -0.871  1.010
C  2.723  -0.624  -0.357
C  -1.206  0.661  1.453
C  -1.964  0.062  -0.853
C  1.274  -0.306  0.020
C  -1.028  0.887  0.008
H  -1.275  -0.259  -1.624
H  -0.972  1.951  -0.200
H  2.940  -0.452  -1.412
H  -2.353  -0.819  -0.328
H  -0.508  1.175  2.119
H  -2.807  0.591  -1.320
H  1.307  -1.506  1.501
H  -1.474  -0.341  1.799
H  3.419  -0.021  0.240
H  2.935  -1.678  -0.123
H  -2.148  1.269  1.324

A molecular structure, C32H29F6N8O4S2Tm at a distorted geometry, computed with ωB97M-V with the def2-TZVPD basis set.

Summary:
E_LUMO (spin up / spin down): -0.24731 / -0.24739 Ha
total charge: +2
energy: -121260.3465 eV
energy above the lowest of the compared OMol25 structures with the same formula, charge and spin: 0.616 eV
F_max: 2.64 eV/Å
HOMO energy (spin up / spin down): -13.9 / -13.9 eV
spin multiplicity: 3
orbital gap (spin up / spin down): 7.1603 / 7.1581 eV

Cartesian coordinates (Å):
Tm  -0.340  -0.009  -0.117
S  -1.373  2.901  -1.530
S  -2.902  1.262  -0.093
F  -5.445  1.876  -0.430
F  -2.574  3.845  -3.737
F  -2.774  1.715  -3.425
F  -5.092  0.221  0.916
F  -0.887  2.526  -4.052
F  -4.680  2.242  1.554
O  -0.726  4.152  -1.413
O  -0.519  1.719  -1.434
O  -2.115  0.855  1.056
O  -2.798  0.248  -1.110
N  1.373  -2.020  -0.097
N  -0.094  -0.738  -2.635
N  2.225  0.709  -0.365
N  -1.185  -1.849  2.524
N  -0.296  -0.960  2.307
N  -1.807  -2.119  0.229
N  0.329  2.369  1.047
N  -2.624  2.714  -0.596
C  1.404  0.397  5.869
C  1.049  -3.303  -0.309
C  1.665  1.054  4.672
C  -1.886  -2.470  1.534
C  0.072  -1.223  4.709
C  -1.243  -0.913  -3.309
C  1.966  -4.336  -0.364
C  -0.207  -0.735  -5.448
C  2.580  2.026  0.230
C  0.976  -0.501  -4.771
C  -3.344  -3.911  -0.253
C  2.344  -0.423  -2.695
C  -3.411  -4.277  1.083
C  3.089  -0.308  0.270
C  -0.525  4.562  1.513
C  1.419  2.945  0.518
C  3.306  -4.047  -0.162
C  2.527  0.828  -1.818
C  3.662  -2.726  0.046
C  2.678  -1.741  0.046
C  -1.344  -0.956  -4.688
C  -2.540  -2.836  -0.621
C  -2.680  -3.535  1.989
C  -1.964  2.765  -3.302
C  1.009  -0.545  -3.380
C  0.567  5.150  0.890
C  -4.662  1.415  0.524
C  1.570  4.321  0.415
C  0.294  -0.545  3.498
C  1.123  0.585  3.490
C  0.620  -0.751  5.879
C  -0.599  3.181  1.568
H  4.696  -2.457  0.202
H  2.534  -1.332  -2.127
H  4.054  -4.822  -0.181
H  -1.309  5.157  1.950
H  -0.537  -2.113  4.699
H  -2.484  -2.557  -1.663
H  -2.300  -1.153  -5.148
H  -0.241  -0.750  -6.527
H  -2.147  -0.999  -2.725
H  3.062  1.860  1.203
H  3.048  -0.161  1.356
H  -1.419  2.695  2.079
H  1.880  -0.297  -5.326
H  3.104  -0.376  -3.477
H  3.308  2.557  -0.395
H  2.461  4.742  -0.027
H  3.582  1.133  -1.923
H  -3.903  -4.444  -1.005
H  2.283  1.940  4.676
H  -4.010  -5.115  1.405
H  1.632  -5.342  -0.558
H  1.897  1.635  -2.209
H  1.807  0.779  6.797
H  0.437  -1.270  6.805
H  -0.001  -3.511  -0.449
H  0.646  6.223  0.798
H  4.135  -0.182  -0.053
H  -2.695  -3.753  3.045
H  1.263  1.108  2.555

2 unconnected molecules or ions with the total composition C5H8N2 at a distorted geometry, computed with ωB97M-V with the def2-TZVPD basis set.

Summary:
E_LUMO (spin up / spin down): 0.02267 / -0.05522 Ha
energy: -8289.2809 eV
energy above the lowest of the compared OMol25 structures with the same formula, charge and spin: 5.715 eV
F_max: 1.64 eV/Å
HOMO energy (spin up / spin down): -10.7 / -8.2 eV
spin multiplicity: 1
orbital gap (spin up / spin down): 11.3026 / 6.6901 eV

Cartesian coordinates (Å):
N  1.219  2.124  0.431
N  0.154  -0.985  -0.443
C  0.281  0.283  -1.156
C  -1.032  -0.388  -0.966
C  2.163  -0.698  1.469
C  -2.111  0.143  -0.046
C  0.740  1.371  -0.312
H  1.956  0.289  1.868
H  -1.422  -0.866  -1.875
H  0.732  0.297  -2.153
H  1.519  -1.113  0.688
H  -2.904  0.630  -0.624
H  2.961  -1.273  1.933
H  -2.556  -0.682  0.520
H  -1.701  0.868  0.664

13 unconnected molecules or ions with the total composition C46H74O35 at a distorted geometry, computed with ωB97M-V with the def2-TZVPD basis set.

Summary:
E_LUMO: -0.00598 Ha
energy: -120564.3374 eV
energy above the lowest of the compared OMol25 structures with the same formula, charge and spin: 1.124 eV
F_max: 5.76 eV/Å
HOMO energy: -9.3 eV
spin multiplicity: 1
orbital gap: 9.1191 eV

Cartesian coordinates (Å):
O  5.101  -5.761  -0.818
O  -1.397  1.351  5.537
O  -0.654  5.434  2.207
O  0.993  0.222  0.430
O  -2.081  0.808  3.521
O  -6.060  2.305  0.135
O  7.442  0.774  -1.442
O  -5.089  -3.639  1.455
O  0.049  -4.233  2.215
O  3.552  -5.137  0.600
O  0.951  5.780  0.717
O  4.213  -0.092  -3.695
O  -2.096  -3.478  2.807
O  0.508  3.297  -4.906
O  1.499  5.465  2.905
O  2.541  0.482  -4.917
O  4.933  -6.816  1.239
O  -5.623  3.931  1.784
O  7.848  -1.426  -1.987
O  -3.328  4.536  -3.680
O  5.886  -0.683  -1.089
O  -4.114  2.257  1.209
O  5.733  5.320  1.665
O  -4.448  4.652  -1.765
O  2.974  -0.707  4.911
O  -0.308  2.178  3.634
O  2.411  0.749  -2.702
O  -4.649  -2.069  -0.216
O  0.483  2.299  0.045
O  -4.817  -4.305  -0.617
O  1.037  -1.689  4.669
O  -2.296  3.906  -1.845
O  -1.572  -5.699  2.567
O  2.509  1.815  0.948
O  1.836  -1.422  6.756
C  1.471  -1.473  3.353
C  -5.140  -5.032  1.595
C  -4.145  1.050  0.387
C  4.463  -4.622  -1.387
C  3.521  0.042  -5.848
C  -5.298  2.911  1.102
C  -0.687  1.593  -0.165
C  -1.323  5.426  0.915
C  0.679  5.601  2.017
C  5.399  0.508  -0.482
C  -5.527  1.068  -0.321
C  4.565  -5.941  0.439
C  -0.040  2.516  -3.827
C  5.081  -1.800  -5.002
C  6.398  1.553  -0.940
C  -5.109  -5.417  0.132
C  3.914  -0.959  2.742
C  -0.431  -6.509  2.510
C  -0.723  -7.698  1.575
C  -2.602  0.637  5.771
C  3.200  -4.482  -0.567
C  3.013  0.432  -3.688
C  -5.151  4.034  -5.113
C  0.575  -5.522  1.953
C  -1.017  -0.909  0.558
C  2.821  -3.061  -0.204
C  1.946  -1.300  5.557
C  -4.633  5.024  -4.059
C  -3.285  4.336  -2.393
C  -1.273  -4.358  2.542
C  1.399  1.449  0.523
C  -4.838  -3.240  0.147
C  -5.514  1.066  -1.876
C  4.571  4.852  0.966
C  -3.581  -0.990  4.098
C  -3.143  0.480  4.319
C  -4.154  -6.547  -0.124
C  -0.209  0.141  -0.246
C  5.822  2.451  -2.110
C  -1.189  1.520  4.204
C  -5.347  5.162  -2.720
C  -2.329  6.568  0.876
C  7.109  -0.523  -1.555
C  2.656  -0.546  3.534
C  4.725  -0.304  -4.958
C  -0.222  5.706  -0.084
H  -4.135  -6.773  -1.190
H  3.823  0.913  -6.430
H  -5.663  3.133  -4.775
H  -1.290  1.842  -1.038
H  -4.371  3.670  -5.781
H  3.633  -0.936  1.689
H  4.361  0.718  -0.740
H  -3.320  1.213  6.354
H  -3.792  -1.155  3.041
H  -6.138  -5.668  -0.124
H  5.543  1.881  -2.996
H  0.368  2.720  -2.837
H  4.428  5.449  0.065
H  5.122  -3.756  -1.337
H  -3.328  0.917  -0.321
H  0.833  -5.674  0.905
H  -2.934  6.419  -0.019
H  -0.066  4.842  -0.729
H  -1.032  -0.497  1.567
H  -6.205  0.355  -2.328
H  0.147  -8.352  1.526
H  0.037  1.433  -3.919
H  2.348  0.478  3.327
H  -6.036  -5.445  2.058
H  -1.581  -8.271  1.925
H  1.634  -2.388  2.783
H  -4.420  -7.460  0.409
H  0.205  3.000  -5.767
H  1.462  -5.587  2.582
H  6.628  3.141  -2.362
H  5.558  -1.931  -5.973
H  -1.107  2.737  -3.807
H  5.579  0.345  -5.154
H  -4.521  -1.159  4.622
H  3.714  5.012  1.620
H  5.765  -1.986  -4.174
H  -4.524  0.931  -2.312
H  4.259  -1.968  2.966
H  4.230  -2.472  -4.895
H  5.998  4.657  2.307
H  -4.580  6.050  -4.424
H  -1.366  1.684  0.683
H  -2.899  6.497  1.802
H  -2.869  -1.748  4.425
H  -0.954  -7.395  0.554
H  -3.959  1.164  4.088
H  -1.998  -1.171  0.163
H  -5.753  2.086  -2.178
H  -0.075  -6.842  3.485
H  -3.156  -6.180  0.113
H  0.040  -0.246  -1.235
H  6.662  2.214  -0.114
H  -6.129  0.261  0.099
H  2.060  -3.016  0.575
H  -0.458  -1.844  0.605
H  2.317  -4.938  -1.014
H  -4.304  -5.422  2.176
H  4.144  -4.912  -2.389
H  4.671  3.786  0.761
H  -5.475  6.164  -2.309
H  -1.815  4.457  0.826
H  5.413  0.354  0.597
H  2.395  -2.609  -1.099
H  3.663  -2.466  0.149
H  -6.316  4.667  -2.785
H  -3.936  0.189  1.023
H  -0.411  6.622  -0.644
H  3.244  -0.697  -6.600
H  0.698  -0.838  2.920
H  4.755  -0.291  2.928
H  -1.872  7.558  0.894
H  -2.453  -0.308  6.294
H  4.931  2.964  -1.749
H  -5.813  4.584  -5.782

2 unconnected molecules or ions with the total composition C11H15N, computed with ωB97M-V with the def2-TZVPD basis set.

Summary:
E_LUMO: 0.03389 Ha
energy: -13140.7506 eV
energy above the lowest of the compared OMol25 structures with the same formula, charge and spin: 0.041 eV
F_max: 0.40 eV/Å
HOMO energy: -7.8 eV
spin multiplicity: 1
orbital gap: 8.7516 eV
structure (SMILES): Cc1c[nH]c2ccccc12.CC

Cartesian coordinates (Å):
N  0.953  -1.305  1.467
C  -0.301  0.828  1.019
C  3.804  -1.354  -0.895
C  -3.989  0.255  0.596
C  -3.515  -0.110  -0.808
C  2.094  -1.870  0.938
C  2.596  -1.080  -0.052
C  1.720  0.056  -0.142
C  -0.297  1.942  0.208
C  0.706  -0.114  0.825
C  0.697  2.128  -0.766
C  1.701  1.202  -0.945
H  0.652  3.024  -1.377
H  -1.064  2.696  0.326
H  4.033  -2.417  -0.881
H  4.688  -0.820  -0.549
H  -3.783  -1.130  -1.097
H  -1.088  0.655  1.743
H  2.469  -2.811  1.303
H  -3.740  1.296  0.800
H  2.478  1.334  -1.686
H  -3.485  -0.351  1.354
H  -5.065  0.127  0.702
H  -3.884  0.594  -1.556
H  -2.424  -0.051  -0.852
H  0.440  -1.651  2.257
H  3.605  -1.076  -1.929

10 unconnected molecules or ions with the total composition C40H50F30O20 at a distorted geometry, computed with ωB97M-V with the def2-TZVPD basis set.

Summary:
E_LUMO: 0.01639 Ha
energy: -164768.8134 eV
energy above the lowest of the compared OMol25 structures with the same formula, charge and spin: 0.976 eV
F_max: 2.65 eV/Å
HOMO energy: -11.0 eV
spin multiplicity: 1
orbital gap: 11.4665 eV
structure (SMILES): CCOC(=O)C(F)(F)F.CCOC(=O)C(F)(F)F.CCOC(=O)C(F)(F)F.CCOC(=O)C(F)(F)F.CCOC(=O)C(F)(F)F.CCOC(=O)C(F)(F)F.CCOC(=O)C(F)(F)F.CCOC(=O)C(F)(F)F.CCOC(=O)C(F)(F)F.CCOC(=O)C(F)(F)F

Cartesian coordinates (Å):
F  4.871  -0.672  3.634
F  4.731  0.129  5.646
F  1.237  -0.310  -4.780
F  2.321  0.799  0.966
F  -5.977  -2.440  2.748
F  7.886  5.314  -2.106
F  -0.487  -4.375  -5.752
F  9.615  4.031  -2.355
F  -4.092  -1.572  2.107
F  9.038  4.735  -0.375
F  -0.166  0.649  -6.128
F  -3.496  2.847  -0.676
F  -4.787  -1.313  4.157
F  -3.024  1.349  -2.163
F  0.686  -1.030  3.594
F  -1.376  -1.376  3.104
F  -6.722  -4.345  -1.528
F  -6.932  -5.066  0.496
F  1.463  7.325  1.310
F  6.575  0.367  4.569
F  -0.339  -2.763  4.391
F  0.968  2.338  0.173
F  0.332  1.029  1.748
F  2.062  5.948  2.836
F  -5.558  -3.429  0.040
F  1.943  5.244  0.817
F  -1.120  -2.580  -4.655
F  -1.413  -4.543  -3.819
F  -4.655  1.004  -0.768
F  -0.750  0.088  -4.096
O  1.347  -2.469  1.616
O  3.625  1.725  3.343
O  -0.997  6.244  1.261
O  -3.382  -3.450  4.688
O  5.524  2.664  4.054
O  -4.130  -4.415  2.823
O  -0.292  4.778  2.783
O  6.435  3.264  -1.648
O  8.209  1.973  -1.228
O  -4.649  3.246  -3.409
O  0.948  -3.752  -2.699
O  -0.534  -3.715  1.707
O  -5.169  -6.717  -1.041
O  1.776  -3.723  -4.789
O  1.622  2.518  -4.983
O  -0.552  -0.466  -0.236
O  0.012  2.446  -3.413
O  -6.254  2.636  -1.985
O  1.320  -0.041  -1.420
O  -3.716  -5.142  -0.457
C  -2.775  -4.714  6.641
C  0.588  0.103  -0.474
C  -0.575  -3.788  -4.548
C  1.065  1.073  0.620
C  1.370  6.061  1.697
C  -2.385  -1.911  -0.579
C  4.714  1.675  3.840
C  3.202  -2.659  -0.008
C  -2.297  3.511  2.461
C  0.233  0.565  -4.853
C  -2.584  -5.915  -0.746
C  -6.067  -4.585  -0.385
C  4.191  2.531  -1.983
C  -5.005  2.661  -2.429
C  7.723  3.043  -1.410
C  -8.456  3.568  -1.861
C  3.112  -3.606  -4.315
C  0.548  3.624  -2.758
C  -1.044  -1.466  -1.133
C  5.546  2.187  -1.384
C  -4.949  -5.602  -0.689
C  5.242  0.337  4.411
C  -0.122  5.714  1.868
C  5.512  4.132  2.124
C  -4.729  -2.151  3.114
C  8.585  4.307  -1.556
C  1.925  -3.249  0.553
C  -4.026  1.927  -1.503
C  -7.217  3.399  -2.711
C  -0.556  4.168  -1.865
C  3.473  -2.181  -3.913
C  -2.750  -4.626  5.124
C  -4.041  -3.464  3.538
C  0.172  -2.844  2.115
C  -2.090  -6.721  0.446
C  -0.194  -1.976  3.322
C  0.820  -3.747  -3.886
C  0.706  1.978  -4.445
C  -1.616  4.584  3.316
C  5.161  3.977  3.600
H  -2.326  -2.035  0.498
H  2.027  -4.276  0.902
H  4.004  -2.764  0.724
H  -8.218  4.046  -0.908
H  -1.541  4.154  4.312
H  -2.665  -2.849  -1.057
H  3.902  -3.967  -4.969
H  -1.312  4.438  -2.602
H  -1.859  -6.064  1.287
H  -3.116  -1.151  -0.850
H  4.455  -2.051  -3.451
H  -3.255  -5.529  4.763
H  -8.955  2.636  -1.600
H  1.380  3.247  -2.163
H  1.204  -3.237  -0.267
H  -0.847  3.344  -1.217
H  4.298  2.802  -3.034
H  3.422  -3.284  -0.876
H  -1.739  -4.768  4.737
H  5.670  4.717  4.212
H  -1.710  2.604  2.352
H  -0.324  -2.281  -1.202
H  3.155  -1.628  -0.351
H  3.806  3.351  -1.376
H  -3.793  -4.636  7.030
H  -2.217  -3.873  7.053
H  -2.564  3.907  1.480
H  -3.281  3.301  2.890
H  3.563  -1.514  -4.774
H  -1.720  -5.342  -1.097
H  5.918  1.232  -1.765
H  -2.924  -7.316  0.830
H  -9.104  4.242  -2.422
H  3.481  1.704  -2.008
H  -6.889  4.375  -3.068
H  5.324  5.157  1.813
H  -7.513  2.879  -3.625
H  -2.735  -6.575  -1.606
H  5.468  1.972  -0.315
H  -2.186  5.508  3.325
H  -1.247  -7.364  0.206
H  -2.433  -5.689  6.984
H  0.842  4.364  -3.499
H  -0.178  4.982  -1.253
H  4.948  3.425  1.517
H  -1.196  -1.113  -2.154
H  3.166  -4.260  -3.440
H  6.573  3.899  2.018
H  4.094  4.129  3.766
H  2.757  -1.757  -3.207